The following is a DFT calculation (the ωB97M-V functional and the def2-TZVPD basis) of a cluster of 19 separate species, C90H212Cl3F9N13O15S3 in total.

```
345
Properties=species:S:1:pos:R:3
C 6.271 4.377 5.101
C 7.682 4.980 5.172
C 8.349 4.942 6.519
C 9.796 5.472 6.286
N 10.685 5.182 7.439
C 10.127 5.666 8.754
C 11.294 6.277 9.427
C 12.573 5.905 8.700
C 12.059 5.883 7.254
C 11.001 3.709 7.556
H 5.758 4.683 6.032
H 6.500 3.338 5.028
H 5.747 4.768 4.258
H 7.741 6.007 4.826
H 8.335 4.518 4.446
H 8.378 3.991 7.073
H 7.862 5.678 7.132
H 9.794 6.515 6.107
H 10.251 4.977 5.424
H 9.682 4.829 9.340
H 9.290 6.430 8.623
H 11.348 6.010 10.461
H 11.227 7.372 9.390
H 12.987 4.978 9.047
H 13.234 6.813 8.661
H 12.634 5.328 6.514
H 11.860 6.909 6.880
H 10.022 3.209 7.647
H 11.578 3.578 8.450
H 11.532 3.375 6.622
C -6.444 -0.360 -0.704
C -6.937 -1.210 0.518
C -6.003 -1.411 1.704
C -5.742 -0.080 2.402
N -4.858 -0.103 3.651
C -5.521 -0.806 4.812
C -5.976 0.358 5.671
C -4.861 1.321 5.541
C -4.601 1.348 4.029
C -3.581 -0.893 3.359
H -5.730 -0.992 -1.218
H -5.922 0.549 -0.389
H -7.231 -0.034 -1.366
H -7.191 -2.203 0.142
H -7.880 -0.778 0.909
H -5.102 -1.757 1.194
H -6.397 -2.226 2.353
H -6.676 0.368 2.826
H -5.333 0.656 1.784
H -4.779 -1.348 5.376
H -6.236 -1.576 4.508
H -6.278 -0.018 6.665
H -6.869 0.774 5.205
H -3.966 0.925 6.041
H -5.168 2.325 5.955
H -3.627 1.624 3.697
H -5.311 2.000 3.453
H -2.774 -0.610 4.024
H -3.266 -0.872 2.364
H -3.752 -1.975 3.573
C -1.120 -4.430 3.755
C -1.001 -4.709 5.227
C 0.012 -3.850 5.953
C -0.566 -2.423 6.234
N 0.354 -1.429 6.856
C -0.332 -0.083 7.005
C 0.815 0.942 7.045
C 2.016 0.330 6.259
C 1.502 -1.071 5.952
C 0.846 -1.971 8.182
H -1.864 -5.038 3.279
H -0.209 -4.737 3.257
H -1.293 -3.332 3.499
H -0.619 -5.732 5.388
H -1.986 -4.700 5.761
H 0.830 -3.713 5.223
H 0.291 -4.336 6.866
H -1.492 -2.469 6.874
H -0.885 -2.035 5.254
H -0.949 0.016 7.900
H -0.923 0.023 6.097
H 1.055 1.107 8.105
H 0.454 1.916 6.659
H 2.951 0.324 6.799
H 2.100 0.889 5.370
H 2.258 -1.835 5.997
H 1.019 -1.019 4.948
H -0.036 -2.392 8.668
H 1.315 -1.208 8.772
H 1.621 -2.755 7.920
C 4.076 8.526 -3.703
C 3.048 9.508 -4.206
C 1.999 10.018 -3.262
C 1.084 8.902 -2.745
N -0.199 9.300 -2.055
C -1.012 7.999 -1.644
C -2.172 7.947 -2.637
C -2.435 9.436 -2.797
C -1.079 10.085 -2.941
C 0.147 10.148 -0.846
H 3.614 7.607 -3.304
H 4.628 8.895 -2.820
H 4.756 8.332 -4.544
H 2.412 8.991 -4.942
H 3.423 10.370 -4.754
H 1.291 10.696 -3.767
H 2.446 10.689 -2.487
H 1.661 8.272 -2.014
H 0.668 8.276 -3.565
H -1.441 8.231 -0.662
H -0.238 7.242 -1.671
H -2.983 7.336 -2.192
H -1.915 7.535 -3.624
H -2.931 9.787 -1.860
H -3.001 9.661 -3.721
H -1.062 11.103 -2.616
H -0.746 10.029 -3.941
H -0.763 10.472 -0.441
H 0.802 11.000 -1.115
H 0.706 9.493 -0.140
C 3.834 -4.014 -2.689
C 3.609 -2.518 -2.950
C 4.399 -1.532 -1.960
C 4.072 -0.123 -2.551
N 4.427 0.904 -1.577
C 3.608 0.991 -0.303
C 3.738 2.478 0.130
C 4.281 3.251 -1.078
C 4.115 2.216 -2.192
C 5.867 0.840 -1.209
H 3.708 -4.112 -1.601
H 4.937 -4.275 -2.775
H 3.153 -4.572 -3.316
H 2.524 -2.317 -2.943
H 3.853 -2.225 -3.959
H 5.454 -1.787 -1.963
H 3.909 -1.759 -1.042
H 3.044 0.061 -2.758
H 4.740 0.050 -3.403
H 4.148 0.317 0.387
H 2.618 0.654 -0.571
H 4.309 2.574 1.073
H 2.757 2.868 0.280
H 5.284 3.567 -1.035
H 3.666 4.101 -1.367
H 4.740 2.333 -3.086
H 3.076 2.155 -2.581
H 6.152 -0.212 -1.023
H 5.905 1.401 -0.319
H 6.486 1.216 -2.048
C -1.701 -10.629 -3.906
C -2.727 -9.940 -3.020
C -3.065 -10.846 -1.770
C -4.207 -11.784 -2.000
N -4.238 -13.006 -1.087
C -3.938 -12.717 0.319
C -3.750 -14.037 0.926
C -3.123 -14.908 -0.201
C -3.100 -14.054 -1.429
C -5.597 -13.591 -1.198
H -1.733 -10.168 -4.886
H -2.011 -11.691 -4.034
H -0.753 -10.697 -3.380
H -3.574 -9.635 -3.621
H -2.232 -9.047 -2.603
H -3.346 -10.129 -0.963
H -2.132 -11.426 -1.623
H -4.123 -12.156 -3.009
H -5.168 -11.286 -1.901
H -4.706 -12.036 0.714
H -3.070 -12.072 0.320
H -4.702 -14.424 1.344
H -3.032 -13.846 1.773
H -3.650 -15.845 -0.385
H -2.083 -15.196 0.037
H -3.227 -14.540 -2.368
H -2.193 -13.451 -1.338
H -6.383 -13.156 -0.547
H -5.543 -14.656 -0.996
H -5.981 -13.518 -2.267
C -14.197 5.481 -2.972
C -12.878 5.895 -2.423
C -12.315 4.761 -1.508
C -10.980 5.284 -1.050
N -10.073 4.341 -0.381
C -10.735 3.923 0.925
C -9.499 3.499 1.778
C -8.321 4.357 1.307
C -8.849 5.035 0.059
C -9.747 3.167 -1.213
H -15.011 5.469 -2.256
H -14.105 4.474 -3.392
H -14.532 6.257 -3.687
H -12.869 6.917 -1.929
H -12.193 6.051 -3.261
H -12.321 3.891 -2.106
H -13.002 4.596 -0.706
H -11.115 6.085 -0.334
H -10.392 5.677 -1.864
H -11.550 3.236 0.810
H -11.277 4.789 1.311
H -9.265 2.430 1.710
H -9.677 3.603 2.839
H -7.432 3.731 1.179
H -8.065 5.091 2.075
H -8.199 5.081 -0.829
H -9.124 6.105 0.314
H -9.321 3.592 -2.149
H -10.637 2.579 -1.399
H -9.005 2.578 -0.686
C -4.755 1.122 -4.356
C -4.338 0.064 -5.356
C -4.070 0.719 -6.665
O -2.998 1.599 -6.424
C -2.738 2.563 -7.405
N -3.002 -0.598 -5.059
H -2.283 -0.009 -5.530
H -2.855 -0.752 -4.046
H -2.950 -1.506 -5.520
H -3.958 1.865 -4.260
H -4.878 0.747 -3.352
H -5.619 1.695 -4.640
H -5.170 -0.622 -5.431
H -4.982 1.289 -6.870
H -3.799 0.062 -7.464
H -3.190 2.280 -8.376
H -1.646 2.673 -7.466
H -3.191 3.495 -7.098
C 3.028 -9.670 -12.674
C 2.453 -9.876 -11.262
C 2.259 -8.593 -10.457
O 1.499 -8.802 -9.280
C 1.432 -7.562 -8.484
N 1.079 -10.420 -11.429
H 0.623 -9.903 -12.170
H 1.211 -11.443 -11.572
H 0.597 -10.280 -10.545
H 3.958 -9.166 -12.450
H 2.449 -8.968 -13.227
H 3.232 -10.564 -13.277
H 3.092 -10.570 -10.706
H 1.732 -7.828 -11.153
H 3.228 -8.171 -10.123
H 2.428 -7.411 -8.020
H 0.668 -7.842 -7.762
H 1.192 -6.738 -9.163
C 7.929 -5.973 3.027
C 8.109 -6.198 4.489
C 8.249 -4.919 5.287
O 9.242 -4.087 4.710
C 8.968 -2.725 4.990
N 6.882 -7.094 4.795
H 6.054 -6.529 4.580
H 6.918 -7.948 4.219
H 6.700 -7.209 5.780
H 8.584 -5.175 2.676
H 6.904 -5.649 2.770
H 8.001 -6.812 2.343
H 8.954 -6.812 4.786
H 8.544 -5.100 6.348
H 7.236 -4.390 5.262
H 9.871 -2.177 4.788
H 8.724 -2.639 6.076
H 8.051 -2.332 4.506
C -1.669 5.770 1.528
C -0.647 5.079 2.412
C -1.008 4.933 3.893
O -0.082 4.284 4.707
C 1.031 5.157 5.144
N -0.548 3.698 1.816
H 0.038 3.125 2.444
H -1.504 3.223 1.701
H -0.060 3.733 0.933
H -1.832 6.794 1.850
H -2.653 5.314 1.517
H -1.317 5.828 0.499
H 0.339 5.520 2.458
H -1.913 4.337 3.921
H -1.130 6.035 4.294
H 0.550 6.009 5.569
H 1.690 5.467 4.325
H 1.484 4.593 5.934
C 0.156 1.364 -1.072
C -0.551 0.055 -0.661
C 0.348 -1.163 -0.527
O 1.352 -0.794 0.341
C 2.152 -1.910 0.658
N -1.315 0.141 0.653
H -0.675 0.212 1.551
H -1.951 1.018 0.667
H -1.844 -0.732 0.737
H 0.590 1.267 -2.058
H 0.994 1.513 -0.406
H -0.577 2.175 -1.030
H -1.301 -0.027 -1.459
H 0.703 -1.461 -1.504
H -0.268 -1.990 -0.160
H 3.142 -1.577 1.025
H 2.230 -2.597 -0.233
H 1.757 -2.464 1.485
C 3.852 4.812 -5.335
C 2.381 4.434 -5.241
C 1.701 5.431 -4.261
O 0.315 5.421 -4.351
C -0.287 4.179 -4.086
N 1.678 4.506 -6.555
H 2.043 5.227 -7.207
H 1.846 3.587 -6.946
H 0.739 4.671 -6.289
H 3.941 5.554 -6.134
H 4.579 3.994 -5.555
H 4.328 5.294 -4.449
H 2.241 3.404 -4.849
H 1.994 6.452 -4.446
H 2.076 5.227 -3.233
H -0.304 3.936 -3.031
H 0.178 3.315 -4.586
H -1.352 4.275 -4.358
Cl 0.958 4.774 -0.708
Cl -0.634 1.092 3.578
Cl -3.213 2.644 0.686
C 2.182 -0.619 -6.207
F 2.317 -0.739 -7.547
F 1.659 -1.719 -5.723
F 3.444 -0.451 -5.667
S 1.075 0.886 -5.680
O -0.285 0.517 -5.725
O 1.481 1.239 -4.340
O 1.390 1.955 -6.636
C -3.490 -3.796 -2.180
F -2.750 -4.832 -1.641
F -3.459 -3.978 -3.508
F -4.694 -3.839 -1.716
S -2.680 -2.203 -1.783
O -3.596 -1.114 -2.229
O -2.692 -2.196 -0.310
O -1.390 -2.211 -2.444
C 3.259 -5.496 1.998
F 4.068 -4.828 1.150
F 2.057 -5.491 1.434
F 3.686 -6.749 2.103
S 3.206 -4.739 3.689
O 2.142 -5.539 4.272
O 4.538 -4.886 4.273
O 2.930 -3.328 3.486
```

Values from the calculation:
calculated total energy: -8868.329522 Eh
net charge: +7